# 1
ORCA calculation (ωB97M-V/def2-TZVPD) on a structure of composition C31H43CsN2OP2S5 at a distorted geometry.

As for the energy: -4085.48661 Ha. For the highest occupied orbital energy, the calculation gives 0.8853 eV. As for the relative energy (zero: lowest compared OMol25 entry of this formula, charge and spin): 2.949 eV. Its gap between HOMO and LUMO is 2.481 eV.

The geometry in ORCA input format:
```
! wB97M-V def2-TZVPD RIJCOSX def2/J DEFGRID3
* xyz -2 1
Cs 11.051 10.206 13.246
S 12.179 10.994 18.903
S 13.933 6.948 13.534
S 8.967 12.401 12.549
S 15.856 9.960 14.001
S 15.113 8.518 10.941
P 10.588 6.871 10.719
P 8.593 9.903 10.672
O 15.376 12.376 11.470
N 12.793 10.802 16.401
N 13.207 11.498 10.222
C 9.529 6.849 16.965
C 15.054 13.711 18.330
C 9.218 7.803 17.911
C 7.139 9.680 11.781
C 15.136 13.606 16.929
C 10.085 8.907 18.012
C 14.355 12.679 16.228
C 10.670 5.203 11.535
C 16.822 8.809 11.576
C 13.796 12.515 9.607
C 14.861 13.197 10.446
C 11.720 11.234 8.327
C 12.201 10.876 9.614
C 11.466 8.146 16.114
C 12.375 12.284 7.701
C 14.163 12.943 19.033
C 15.165 6.721 11.056
C 14.939 7.475 14.925
C 8.293 8.210 9.684
C 10.639 7.017 16.132
C 13.372 12.046 18.304
C 8.785 6.992 10.515
C 15.172 6.148 12.492
C 17.031 9.939 12.618
C 16.197 8.302 14.657
C 12.013 10.271 17.319
C 13.518 11.826 16.919
C 11.136 6.231 9.062
C 13.423 12.934 8.347
C 11.126 9.082 17.119
C 7.845 11.055 9.443
H 12.066 12.623 6.726
H 14.684 11.699 11.594
H 8.431 6.040 10.099
H 16.150 6.308 12.945
H 14.438 14.112 10.876
H 17.488 9.060 10.747
H 7.948 12.039 9.928
H 14.344 6.327 10.461
H 7.263 8.792 12.395
H 10.523 5.371 8.786
H 16.891 7.839 13.955
H 7.164 10.589 12.373
H 8.854 8.249 8.724
H 8.345 7.758 18.551
H 6.241 9.642 11.186
H 7.255 8.056 9.350
H 6.768 10.954 9.250
H 16.745 8.319 15.615
H 15.267 6.610 15.505
H 8.403 7.068 11.550
H 12.173 5.916 9.163
H 14.984 5.076 12.450
H 8.926 5.964 16.893
H 16.095 6.365 10.571
H 9.846 9.653 18.773
H 10.501 5.302 12.613
H 13.885 13.818 7.890
H 14.201 7.988 15.550
H 14.039 13.028 20.111
H 11.722 10.080 10.146
H 17.187 7.875 11.979
H 11.710 4.891 11.388
H 14.455 12.632 15.142
H 18.036 9.806 13.044
H 11.086 7.043 8.321
H 10.872 10.749 7.884
H 9.995 4.456 11.087
H 15.819 14.229 16.375
H 16.933 10.925 12.131
H 10.870 6.246 15.378
H 15.688 14.438 18.816
H 8.368 11.018 8.466
H 15.694 13.460 9.778
*
```



# 2
ORCA calculation (ωB97M-V/def2-TZVPD) on a structure of composition C31H43LuN6OSSi2 at a distorted geometry.

As for the energy: -3823.68396 Ha. For the highest occupied orbital energy, the calculation gives -7.0027 eV. As for the relative energy (zero: lowest compared OMol25 entry of this formula, charge and spin): 0.579 eV. Its gap between HOMO and LUMO is 6.301 eV.

The geometry in ORCA input format:
```
! wB97M-V def2-TZVPD RIJCOSX def2/J DEFGRID3
* xyz 0 1
Lu -0.114 -0.051 -1.162
S -2.654 -0.635 -1.058
Si -1.355 -0.290 -4.985
Si -0.041 0.499 2.415
O 0.050 0.466 0.809
N -0.090 2.252 -1.760
N -1.445 -3.038 -0.958
N -0.269 -2.383 -0.913
N 0.107 4.279 -2.757
N 2.143 -1.222 -1.174
N -3.690 -3.026 -1.120
C 3.788 2.221 4.457
C 4.455 -2.762 -0.876
C -1.493 -3.260 3.476
C 1.473 1.122 3.355
C -1.722 -2.033 -5.577
C -1.575 1.360 3.130
C 4.543 -1.449 -1.358
C -1.237 -2.062 2.768
C -1.303 2.940 -1.749
C 0.718 3.114 -2.430
C -2.557 -2.303 -1.049
C -3.133 0.354 -4.519
C -0.197 -1.240 3.145
C -1.647 2.711 2.377
C 0.499 -3.056 4.697
C -2.881 0.571 2.900
C -0.696 -3.734 4.480
C -1.176 4.216 -2.238
C 3.621 2.200 3.074
C 0.004 -0.517 -3.661
C 2.876 1.511 5.313
C 1.695 1.041 4.724
C -0.775 0.670 -6.533
C 2.102 -2.503 -0.778
C 2.160 2.891 -2.741
C 3.246 -3.325 -0.621
C 0.699 -1.814 4.095
C 2.465 1.696 2.523
C 3.391 -0.740 -1.494
C -1.547 1.650 4.608
C 0.833 -3.129 -0.670
H -1.014 -2.251 -6.406
H -3.760 0.723 -5.389
H -1.764 2.669 1.305
H -2.960 -0.317 3.569
H 0.982 -0.035 -3.902
H -2.177 2.492 -1.276
H -3.039 1.163 -3.750
H -3.000 0.325 1.823
H 0.976 0.467 5.296
H -1.669 -2.764 -4.738
H 1.586 -1.204 4.309
H -2.037 4.905 -2.468
H 2.442 1.747 1.404
H -3.496 -4.012 -1.011
H -0.756 3.310 2.522
H 1.242 -3.488 5.302
H -2.303 -3.867 3.169
H -3.657 1.353 3.182
H 0.281 -1.570 -3.648
H 2.797 3.779 -2.935
H -2.509 3.224 2.820
H -1.642 0.685 5.154
H -0.658 2.200 4.950
H 0.136 1.229 -6.280
H -3.672 -0.461 -4.063
H 4.599 2.931 4.840
H 4.234 2.826 2.480
H -1.065 -4.625 4.979
H 2.557 2.300 -1.868
H -2.478 2.177 4.938
H 2.275 2.140 -3.568
H -2.766 -2.219 -5.936
H 5.524 -1.002 -1.461
H 0.682 -4.182 -0.594
H 2.962 1.607 6.462
H -1.960 -1.869 1.906
H 5.298 -3.376 -0.850
H 3.420 0.350 -1.598
H 0.433 5.072 -3.293
H -1.531 1.367 -6.901
H 3.274 -4.316 -0.174
H -4.587 -2.604 -1.189
H -0.471 -0.068 -7.281
*
```



# 3
ORCA calculation (ωB97M-V/def2-TZVPD) on a structure of composition C31H44As3BaBrCl2NO4S at a distorted geometry.

As for the energy: -12188.64981 Ha. For the highest occupied orbital energy, the calculation gives -9.7137 eV. As for the relative energy (zero: lowest compared OMol25 entry of this formula, charge and spin): 0.646 eV. Its gap between HOMO and LUMO is 7.642 eV.

The geometry in ORCA input format:
```
! wB97M-V def2-TZVPD RIJCOSX def2/J DEFGRID3
* xyz 1 1
Ba -0.643 0.385 1.631
Br -2.879 1.422 3.903
As 2.578 0.861 1.755
As 0.490 1.125 -1.380
As 4.680 -2.189 -1.878
Cl -0.767 -6.373 5.553
Cl -0.400 -1.100 6.508
S -3.283 -0.688 0.197
O -0.223 -2.111 0.958
O -3.472 6.545 3.707
O -0.111 -0.903 3.585
O -2.783 0.753 0.416
N -1.497 3.233 2.253
C -3.131 4.236 3.706
C -3.434 -1.978 -2.186
C -1.831 5.606 2.215
C -0.569 -3.690 5.828
C -0.589 -4.764 4.932
C 4.675 -2.917 -3.698
C -3.647 -2.051 -3.555
C -4.920 -0.678 0.916
C 2.966 2.763 1.467
C -4.235 0.275 -3.589
C -0.422 -2.404 5.375
C -0.242 -3.127 1.659
C -2.432 3.173 3.176
C -0.255 2.783 -2.098
C -0.469 -4.532 3.589
C -4.268 -1.004 -5.756
C 2.386 1.509 -1.740
C -3.638 -0.770 -1.536
C -4.032 0.369 -2.224
C -1.212 4.453 1.783
C -4.046 -0.927 -4.273
C 4.796 1.153 -1.213
C 3.464 -0.673 -2.285
C 0.019 -0.067 -2.863
C -0.335 -3.215 3.097
C 3.340 -3.426 -1.140
C 4.105 0.471 2.895
C 3.426 0.473 -1.258
C 3.105 -0.149 0.116
C -0.282 -2.096 3.991
C -2.809 5.494 3.204
H 0.653 0.140 -3.724
H 3.770 -0.273 -3.256
H -1.321 2.827 -1.877
H 3.741 -4.438 -1.172
H 5.593 0.432 -1.024
H 2.901 3.226 2.454
H 5.270 -2.270 -4.341
H 3.130 -3.174 -0.101
H -4.148 1.309 -1.701
H 2.483 1.652 -2.820
H -3.096 -2.846 -1.633
H 5.038 0.757 2.409
H -5.446 -1.586 0.623
H -5.441 0.205 0.550
H 2.228 3.248 0.829
H -1.559 6.565 1.795
H -3.887 4.121 4.467
H 0.131 -1.108 -2.565
H -4.540 1.153 -4.144
H 2.585 2.479 -1.277
H -3.494 -1.596 -6.243
H 0.242 3.635 -1.634
H 2.290 -0.871 -0.010
H -0.102 2.836 -3.176
H -4.277 -0.014 -6.208
H -1.026 0.115 -3.123
H 4.130 -0.595 3.118
H 2.466 -1.102 -2.415
H 4.842 1.912 -0.433
H 5.013 1.647 -2.164
H 3.975 -0.730 0.440
H -0.667 -3.870 6.890
H -5.227 -1.480 -5.970
H 4.002 1.014 3.833
H -3.485 -2.989 -4.070
H 3.959 2.950 1.064
H 2.415 -3.390 -1.718
H -3.167 7.363 3.308
H -0.447 4.503 1.017
H -4.808 -0.641 1.998
H 5.130 -3.906 -3.687
H 3.663 -2.992 -4.097
H -0.484 -5.361 2.893
H -0.202 -4.103 1.147
*
```